No. 1
Molecular formula: C44H25Cl5IN8O3S2Y
Method: DFT, ωB97M-V with the def2-TZVPD basis set

The geometry in XYZ format:
```
89
Properties=species:S:1:pos:R:3:lowdin_charge:R:1
Y 1.36965 -0.16301 -1.33306 1.17
C -0.91345 2.03542 2.21068 -0.11
C -1.76760 2.91944 1.56435 -0.12
C -1.81831 2.92301 0.18201 -0.06
C -1.02022 2.03704 -0.55547 -0.20
C -0.15585 1.11774 0.06561 -0.16
C -0.14013 1.15656 1.46749 -0.14
C -1.05137 2.07189 -2.04535 -0.21
C -1.73083 3.13750 -2.71364 -0.03
C -1.77210 3.18835 -4.06531 -0.03
C -1.16513 2.15493 -4.81480 -0.17
C -1.20224 2.11750 -6.22544 -0.06
C -0.62616 1.08049 -6.90478 -0.10
C -0.00150 0.04208 -6.19035 -0.07
C 0.06148 0.06439 -4.82379 -0.06
C -0.50903 1.13446 -4.09734 -0.20
N -0.42556 1.12703 -2.72631 0.10
H -0.84110 2.04224 3.29363 0.09
H -2.38250 3.61023 2.13010 0.09
H -2.49292 3.62256 -0.29337 0.08
H 0.52197 0.48137 2.00395 0.08
H -2.16997 3.93046 -2.13134 0.09
H -2.25627 4.00967 -4.58267 0.11
H -1.69873 2.92542 -6.75122 0.10
H -0.65102 1.05502 -7.98729 0.09
H 0.45144 -0.78584 -6.72054 0.11
H 0.53935 -0.74596 -4.28764 0.00
C -2.27882 -0.15321 8.48746 -0.11
O -2.53293 0.34137 7.19469 -0.09
C -2.99505 -0.55078 6.26214 -0.28
C -3.30160 -1.87612 6.53513 -0.03
C -3.77518 -2.68629 5.50602 -0.05
C -3.89409 -2.19356 4.22256 -0.30
C -3.60239 -0.85711 3.95370 -0.02
C -3.16301 -0.04177 4.97312 0.01
N -4.47147 -3.06240 3.22287 0.05
N -3.92366 -3.26368 2.13096 0.06
C -2.63188 -2.76860 1.79629 -0.25
C -1.54631 -2.82216 2.63947 -0.03
C -0.26614 -2.45407 2.21667 0.00
C -0.03299 -1.98847 0.92326 -0.37
O 1.12325 -1.63339 0.47916 -0.23
C -1.17206 -1.93860 0.03402 -0.14
N -0.91923 -1.48045 -1.21464 0.05
C -1.88899 -1.48341 -2.09259 -0.12
C -3.19691 -1.90808 -1.78434 -0.04
C -3.48181 -2.32491 -0.51625 -0.01
C -2.44789 -2.36044 0.44661 -0.10
H -1.88373 0.68278 9.06004 0.09
H -1.53884 -0.95979 8.46687 0.09
H -3.19426 -0.51887 8.96535 0.09
H -3.19154 -2.28832 7.52758 0.09
H -4.04459 -3.71602 5.70344 0.11
H -3.69381 -0.46152 2.95044 0.12
H -2.92387 0.99539 4.78519 0.11
H -1.67123 -3.17089 3.65784 0.11
H 0.57182 -2.50904 2.90037 0.11
H -1.64882 -1.14092 -3.09114 0.10
H -3.95526 -1.88718 -2.55564 0.10
H -4.47802 -2.64163 -0.23851 0.10
Cl 3.63623 6.57495 1.67208 0.61
C 3.14465 5.24037 0.68615 -0.73
C 3.36368 3.93023 1.10296 -0.70
Cl 4.13966 3.62955 2.61787 0.65
C 2.97062 2.86662 0.31569 -0.57
Cl 3.26663 1.22803 0.77123 0.78
C 2.32553 3.03725 -0.94120 -0.48
O 1.92742 2.06755 -1.64823 -0.26
C 2.13353 4.39343 -1.33972 -0.59
Cl 1.35632 4.64567 -2.85624 0.73
C 2.52762 5.45249 -0.54618 -0.70
Cl 2.24542 7.07588 -1.08295 0.63
S 1.57449 -2.54309 -2.87584 0.52
C 2.99774 -1.85901 -3.58882 -1.16
S 3.18322 -0.14110 -3.53151 0.53
C 3.97634 -2.67907 -4.14954 -0.42
C 5.16885 -2.15623 -4.71102 -0.30
N 6.14115 -1.76877 -5.20002 0.11
C 3.85632 -4.08935 -4.17679 -0.30
N 3.79143 -5.24290 -4.19106 0.11
I 7.51013 -3.18051 -0.95702 0.81
C 5.56495 -2.65810 -0.56634 -0.78
C 4.58577 -3.44175 0.00943 -0.15
N 3.47695 -2.69537 0.03214 -0.01
N 3.66119 -1.49407 -0.50766 -0.06
C 4.92864 -1.44926 -0.88563 -0.23
H 4.60342 -4.45109 0.38058 0.11
H 2.52988 -2.87408 0.35456 0.12
H 5.31169 -0.58612 -1.40324 0.10
```

Calculated values
ΔE to the lowest compared entry with this formula, charge and spin, kJ/mol: 5.9
Frontier orbital gap, Ha: 0.219
Total energy, eV: -157530.234
Net charge: -2


No. 2
Molecular formula: C44H30Cl6F3O2P2STi
Method: DFT, ωB97M-V with the def2-TZVPD basis set

The geometry in XYZ format:
```
89
Properties=species:S:1:pos:R:3:mulliken_spin:R:1
Ti -0.73106 -0.42700 -1.25477 1.01
C 6.40490 -2.66868 1.53731 0.00
C 6.04122 -1.40876 2.01027 0.00
C 4.93282 -0.77438 1.48552 0.00
C 4.15886 -1.39491 0.51519 0.00
C 4.53253 -2.66300 0.05300 0.00
C 5.64728 -3.28863 0.54982 0.00
P 2.69133 -0.47511 -0.03672 0.00
C 2.67714 -1.13185 -1.76666 0.01
C 2.07426 -2.31874 -2.17307 0.00
C 2.22803 -2.79064 -3.47314 0.00
C 2.98608 -2.08415 -4.38761 0.00
C 3.57706 -0.88136 -4.00615 0.00
C 3.42866 -0.41123 -2.70663 0.01
C 1.37662 -1.39939 0.97523 -0.01
C 1.72971 -2.21852 2.06621 0.00
C 0.77083 -2.68644 2.95861 0.00
C -0.55354 -2.31712 2.76166 -0.01
C -0.88129 -1.53195 1.66924 -0.04
C 0.03758 -1.09159 0.71476 0.02
H 7.28604 -3.15074 1.94645 0.00
H 6.63154 -0.92833 2.79755 0.00
H 4.64522 0.21699 1.82262 0.00
H 3.94908 -3.14513 -0.71899 0.00
H 5.91333 -4.27400 0.21769 0.00
H 1.44586 -2.85972 -1.47273 0.00
H 1.75496 -3.72983 -3.74975 0.00
H 3.13404 -2.47091 -5.39036 0.00
H 4.19691 -0.32374 -4.69752 0.00
H 3.89695 0.52723 -2.42151 0.00
H 2.77549 -2.49958 2.22991 0.00
H 1.03506 -3.32911 3.79094 0.00
H -1.34272 -2.63168 3.44300 0.00
H -1.93205 -1.26502 1.52438 0.00
Cl -0.13013 3.11731 -6.59675 0.00
C 0.11762 2.61887 -4.96007 0.00
C 1.31900 2.85939 -4.33123 0.00
Cl 2.61665 3.68904 -5.12890 0.00
C 1.48236 2.48376 -2.99937 0.00
Cl 2.92722 2.82386 -2.05988 0.00
C 0.47527 1.80410 -2.32616 0.00
O 0.63930 1.24958 -1.15893 -0.03
C -0.83869 1.66227 -2.93931 -0.01
O -1.79224 1.10132 -2.24282 -0.01
C -0.96752 2.05218 -4.26161 0.01
Cl -2.54381 1.79580 -4.97900 0.00
Cl -3.81780 -0.06646 -0.58641 0.01
C -4.98479 -1.33866 -0.65174 0.00
C -6.26236 -0.92920 -0.95546 0.00
C -7.27067 -1.87079 -0.92126 0.00
C -6.98747 -3.18370 -0.56190 0.00
C -5.69688 -3.55462 -0.28799 0.00
Cl -5.39214 -5.19943 0.18207 0.00
C -4.61788 -2.66904 -0.36813 0.00
S -3.01529 -3.29360 -0.06914 0.00
H -6.44852 0.10704 -1.18867 0.00
H -8.28432 -1.61173 -1.15813 0.00
H -7.77130 -3.92042 -0.49454 0.00
C -1.22600 3.46859 -0.27824 0.00
P -1.22554 1.91790 0.75166 0.00
C -2.31148 2.57048 2.10466 0.00
C -3.62430 2.13277 2.20749 0.00
C -4.48904 2.67576 3.14863 0.00
C -4.01274 3.63806 4.03449 0.00
C -2.69127 4.06583 3.96393 0.00
C -1.84971 3.54987 2.99227 0.00
C 0.32896 1.97876 1.66882 0.00
C 1.43815 2.71353 1.23646 0.00
C 2.61127 2.70936 1.96807 0.00
C 2.69193 1.96593 3.12928 0.00
C 1.61074 1.20856 3.56505 0.00
C 0.43676 1.22227 2.84725 0.00
H -1.02508 4.38758 0.28348 0.00
H -2.20925 3.55033 -0.73629 0.00
H -0.51358 3.38775 -1.09676 0.00
H -3.94197 1.37468 1.51443 0.00
H -5.51976 2.36531 3.19887 0.00
H -4.68032 4.07365 4.77425 0.00
H -2.34410 4.83076 4.65257 0.00
H -0.82564 3.88119 2.91245 0.00
H 1.38428 3.26961 0.31159 0.00
H 3.47238 3.27369 1.61635 0.00
H 3.60833 1.92420 3.72157 0.00
H 1.69397 0.61175 4.45443 0.00
H -0.42438 0.66435 3.19850 0.00
F -0.95363 -3.39478 -1.30048 0.00
C -1.92165 -2.36659 -1.29005 0.01
F -0.14099 -1.06551 -2.83133 0.01
F -2.62068 -2.48549 -2.49177 0.01
```

Calculated values
ΔE to the lowest compared entry with this formula, charge and spin, kJ/mol: 0.0
Frontier orbital gap (alpha / beta), Ha: 0.205 / 0.222
Total energy, eV: -186029.502
Spin multiplicity: 2
Net charge: -2


No. 3
Molecular formula: C44H32BaN4O4P
Method: DFT, ωB97M-V with the def2-TZVPD basis set

The geometry in XYZ format:
```
86
Properties=species:S:1:pos:R:3:lowdin_charge:R:1
Ba 0.39749 -0.21510 0.46815 1.75
O -3.63599 -3.02551 1.52294 0.15
C -2.70888 -2.07398 1.43946 -0.45
O -2.04929 -1.86812 0.44975 0.01
C -2.58951 -1.26469 2.69789 -0.17
C -3.37031 -1.53253 3.81348 0.04
C -3.19944 -0.72896 4.93074 0.00
C -2.26693 0.29184 4.88224 0.04
C -1.53451 0.47295 3.71496 -0.20
N -1.69220 -0.29208 2.64010 0.13
C -0.48389 1.52880 3.56254 -0.51
O -0.23467 2.19793 4.68060 0.16
O 0.06569 1.74392 2.51054 -0.02
H -3.67151 -3.49363 0.67457 0.15
H -4.08168 -2.34397 3.79858 0.13
H -3.78359 -0.90157 5.82396 0.12
H -2.09544 0.93877 5.73095 0.13
H 0.50209 2.80576 4.50938 0.15
C -1.94639 4.10673 0.78255 -0.04
C -1.32750 4.71242 -0.29786 -0.04
C -0.94167 3.92969 -1.37203 -0.01
C -1.17880 2.55911 -1.32969 -0.24
N -1.71353 1.96205 -0.25752 0.07
C -2.09863 2.73003 0.75763 -0.15
C -0.91261 1.69463 -2.51597 -0.22
C -1.06716 2.21390 -3.79683 0.00
C -0.90908 1.36169 -4.87357 -0.03
C -0.62302 0.02986 -4.63955 0.00
C -0.47741 -0.41324 -3.32838 -0.21
N -0.60686 0.41774 -2.29290 0.10
C -0.18491 -1.84435 -3.01675 -0.23
C -0.10250 -2.80694 -4.01760 0.00
C 0.15914 -4.12253 -3.67810 -0.04
C 0.32218 -4.44898 -2.34478 -0.04
C 0.23440 -3.42890 -1.41062 -0.17
N -0.00508 -2.16181 -1.73161 0.02
H -2.29112 4.67941 1.63204 0.11
H -1.15481 5.78041 -0.30879 0.12
H -0.45813 4.37584 -2.22993 0.12
H -2.55624 2.21093 1.59165 0.10
H -1.34267 3.24773 -3.94596 0.12
H -1.03045 1.72499 -5.88530 0.12
H -0.51944 -0.64253 -5.47678 0.11
H -0.23667 -2.55227 -5.05770 0.10
H 0.23461 -4.87831 -4.44835 0.12
H 0.52799 -5.46248 -2.03059 0.11
H 0.37901 -3.63782 -0.35637 0.10
C 5.20481 -5.27648 -2.68577 -0.08
C 5.51798 -3.94403 -2.91958 -0.07
C 4.90525 -2.94290 -2.18056 -0.10
C 3.96167 -3.26179 -1.20434 -0.38
C 3.65496 -4.60207 -0.97949 -0.11
C 4.27652 -5.60546 -1.70852 -0.08
P 3.09948 -2.03684 -0.15499 1.03
C 3.16166 -0.51115 -1.16327 -0.44
C 3.36590 0.72771 -0.55130 -0.15
C 3.19421 1.91070 -1.26609 -0.08
C 2.84385 1.87222 -2.60730 -0.08
C 2.66111 0.64466 -3.23191 -0.08
C 2.79758 -0.53330 -2.51453 -0.12
C 4.26392 -1.71151 1.20716 -0.33
C 5.59978 -2.00945 1.10507 -0.07
C 6.45554 -1.84652 2.21046 -0.07
C 5.94517 -1.43420 3.40692 -0.03
C 4.56712 -1.14550 3.55455 -0.17
C 4.03439 -0.79118 4.81638 -0.06
C 2.69742 -0.56601 4.94327 -0.10
C 1.86319 -0.61610 3.79880 -0.19
C 2.29879 -0.90133 2.52119 -0.24
C 3.69411 -1.23793 2.43107 -0.25
H 5.68838 -6.05623 -3.25941 0.11
H 6.25029 -3.68399 -3.67318 0.11
H 5.16983 -1.90846 -2.36128 0.11
H 2.93025 -4.86060 -0.21476 0.10
H 4.03764 -6.64334 -1.51507 0.11
H 3.66276 0.76457 0.49199 0.10
H 3.36192 2.86059 -0.77385 0.11
H 2.73265 2.79072 -3.16947 0.11
H 2.40428 0.60514 -4.28328 0.11
H 2.64141 -1.48426 -3.01002 0.11
H 6.00440 -2.39463 0.17768 0.10
H 7.50895 -2.07437 2.11162 0.10
H 6.58840 -1.33677 4.27446 0.11
H 4.69891 -0.73138 5.67050 0.11
H 2.27009 -0.33807 5.91437 0.10
H 0.80557 -0.43631 3.98168 0.05
```

Calculated values
ΔE to the lowest compared entry with this formula, charge and spin, kJ/mol: 94.1
Frontier orbital gap, Ha: 0.221
Total energy, eV: -70279.203
Net charge: +1


no.,strongest force on any atom (eV/Å)
1,0.66
2,0.89
3,0.53